Entry 1:
{"formula": "C10H11N2O", "method": "ωB97M-V with the def2-TZVPD basis set", "smiles": "C/C=C1\\[NH+]=CN(O)c2ccccc21", "total_charge": 1, "e_above_lowest_ev": 2.732, "gap_ev": 8.88, "total_energy_ev": -15565.89320, "symbols": ["C", "C", "C", "N", "C", "N", "O", "C", "C", "C", "C", "C", "C", "H", "H", "H", "H", "H", "H", "H", "H", "H", "H", "H"], "coordinates": [[-3.638, 0.087, -0.123], [-2.284, 0.547, -0.205], [-1.135, -0.019, 0.141], [-1.127, -1.768, 0.205], [0.033, -2.351, 0.248], [1.145, -1.763, -0.113], [2.355, -2.482, -0.203], [1.329, -0.315, 0.070], [2.588, 0.276, -0.028], [2.818, 1.574, 0.036], [1.728, 2.438, 0.085], [0.427, 1.911, 0.136], [0.245, 0.538, 0.169], [-4.181, 0.028, -1.023], [-4.188, 0.873, 0.457], [-3.734, -0.905, 0.359], [-2.273, 1.559, -0.318], [-1.954, -2.315, 0.184], [0.051, -3.512, 0.294], [3.030, -1.952, -0.641], [3.505, -0.318, -0.096], [3.807, 1.876, 0.021], [1.851, 3.525, -0.020], [-0.398, 2.467, 0.365]]}



Entry 2:
{"formula": "C10H11N3", "method": "ωB97M-V with the def2-TZVPD basis set", "total_charge": 2, "e_above_lowest_ev": 4.990, "gap_ev": 7.34, "total_energy_ev": -14996.11782, "symbols": ["C", "C", "C", "C", "C", "C", "C", "C", "C", "C", "N", "N", "N", "H", "H", "H", "H", "H", "H", "H", "H", "H", "H", "H"], "coordinates": [[0.104, 0.100, 0.612], [-1.083, -2.222, -0.602], [0.201, 0.871, -1.667], [1.099, -2.408, -0.084], [-0.071, -1.241, 1.396], [0.247, -0.164, -0.694], [0.131, 2.468, 1.121], [0.874, 1.991, -1.576], [-1.411, -1.917, 0.711], [0.162, -1.659, -1.090], [0.964, -2.103, 1.111], [0.009, 1.323, 1.234], [0.119, 3.688, 1.235], [-1.677, -2.875, -1.264], [-0.545, 0.705, -2.478], [2.021, -3.094, -0.273], [-0.133, -0.968, 2.545], [0.777, 2.751, -2.262], [1.754, 2.096, -0.771], [-1.783, -2.780, 1.389], [-2.247, -1.128, 0.725], [0.370, -1.856, -2.170], [0.842, 4.142, 1.825], [-0.723, 4.281, 1.026]]}